This record from OMol25 describes a structure of composition C4H7N2. The level of theory is the ωB97M-V functional and the def2-TZVPD basis.

HOMO level = -15.90 eV
E = -7229.0594 eV
molar mass = 83.11 g/mol
charge = +1
HOMO-LUMO gap = 10.9204 eV

Positions of all 13 atoms, in Å:
H (1.2377, -0.9905, -1.2939)
C (-2.8166, 0.5422, 0.0478)
H (2.4360, 0.7653, 0.2402)
H (2.6360, -0.9409, 0.4386)
H (1.5834, -0.0825, 1.3688)
H (-3.8352, 1.5069, 0.0253)
C (1.9531, -0.1395, 0.4478)
H (0.3278, -1.5034, 0.0829)
N (-1.4797, 0.2534, -0.1500)
N (-2.5808, -0.6800, 0.2141)
C (-0.2407, 0.4284, -0.4388)
H (-0.0028, 1.4414, -0.5804)
C (0.7817, -0.6009, -0.4025)

Cartesian forces, eV/Å:
H -0.60 0.41 -1.20
C -2.99 3.09 -0.12
H 0.55 1.32 -0.92
H 1.14 -0.76 0.01
H -1.11 0.42 4.19
H 3.67 -3.32 0.10
C -0.14 -1.06 -1.94
H 0.38 0.63 -0.36
N 0.20 0.53 -0.21
N 0.25 -0.12 -0.11
C -1.77 -0.87 0.00
H 0.38 1.36 -0.45
C 0.03 -1.62 1.00

---

This record from OMol25 describes a cluster of 2 separate species, C10H11N4O5 in total. The level of theory is the ωB97M-V functional and the def2-TZVPD basis.

HOMO level = -4.26 eV
E = -26741.7233 eV
molar mass = 267.22 g/mol
charge = -1
HOMO-LUMO gap = 6.3484 eV

Positions of all 30 atoms, in Å:
C (-0.6511, -1.0464, 1.4761)
C (-0.4559, 1.4972, 1.9886)
C (2.6888, -0.9697, -1.6830)
N (-1.9382, -1.4489, 3.3828)
H (2.4302, -2.0136, -1.9193)
C (1.5517, -0.0065, -1.9923)
H (1.0642, -0.8196, 0.2318)
N (0.2355, 1.0364, 0.9294)
C (-1.3422, -0.4810, 2.6006)
C (0.6871, 3.4498, 1.4445)
O (-0.3273, -3.3609, 0.9622)
C (0.2230, -0.5022, -1.5775)
H (0.5286, 3.2357, 0.3842)
C (-2.2255, -0.6979, -1.9636)
C (0.2235, -0.2853, 0.6860)
O (-0.8828, 0.9027, -3.1626)
H (2.9920, -0.9016, -0.6205)
N (-1.2554, 0.8264, 2.8374)
H (-2.6013, -0.3456, -0.9881)
H (-2.9710, -0.4592, -2.7279)
H (0.1450, -1.5731, -1.3341)
O (-0.3180, 2.7902, 2.2612)
H (0.5486, 4.4955, 1.6823)
H (3.5544, -0.6767, -2.2856)
C (-0.9239, 0.0009, -2.3224)
O (1.7592, 1.0873, -2.4962)
H (1.6856, 3.1062, 1.7441)
H (-2.1003, -1.7920, -1.9240)
N (-0.7414, -2.4072, 1.5914)
O (-1.5832, -2.6409, 2.7944)

Cartesian forces, eV/Å:
C -1.12 -3.14 1.35
C -0.85 -1.47 -0.10
C 0.64 -0.05 -0.21
N 1.48 2.01 -1.85
H 0.01 0.35 0.21
C -0.84 -0.23 0.63
H -0.12 0.65 1.14
N 0.53 -0.38 0.74
C -0.55 -1.71 0.56
C -0.35 -0.12 0.31
O -0.15 0.25 0.23
C -0.22 -0.11 -1.18
H 0.08 0.18 0.27
C -0.51 -0.04 -0.29
C 1.20 0.51 -1.07
O -0.56 -0.62 0.67
H -0.22 -0.06 -0.33
N 0.26 1.13 0.04
H 0.20 -0.14 -0.26
H 0.02 -0.02 0.14
H 0.10 0.42 -0.31
O 0.50 0.28 -0.48
H 0.10 0.25 -0.05
H -0.05 -0.04 0.13
C 0.32 0.30 0.02
O 0.35 -0.42 0.22
H -0.25 0.10 -0.15
H 0.00 0.36 0.12
N -0.82 1.89 1.08
O 0.81 -0.12 -1.59

---

This record from OMol25 describes a structure of composition C4H8NOP. The level of theory is the ωB97M-V functional and the def2-TZVPD basis.

HOMO level (spin up / spin down) = -8.12 / -8.12 eV
E = -17100.4732 eV
molar mass = 117.09 g/mol
HOMO-LUMO gap (spin up / spin down) = 7.9808 / 7.9785 eV

Positions of all 15 atoms, in Å:
H (1.5238, 2.1247, 1.1588)
H (0.6505, -0.7907, -1.4963)
C (1.6275, 1.5030, 0.2404)
H (1.6064, -1.2309, -0.0861)
H (1.7429, 2.1668, -0.6735)
P (-1.6115, 1.1694, -0.6105)
H (-1.8815, 1.9612, 0.5742)
C (-0.5381, -1.6369, -0.1368)
C (0.6868, -0.7243, -0.4342)
N (0.5293, 0.5611, 0.2808)
H (-0.3838, -2.7700, -0.1134)
C (-1.7471, -1.2395, 0.1818)
H (-2.4200, -1.9795, 0.5994)
O (-2.3086, -0.0227, 0.2560)
H (2.5234, 0.9084, 0.2593)

Cartesian forces, eV/Å:
H 0.40 -0.21 -0.76
H 0.82 0.86 -1.39
C -0.74 0.82 -0.61
H -0.31 0.22 -0.06
H -0.35 -0.58 0.82
P 2.79 0.15 2.48
H 0.37 0.60 -1.03
C 2.08 -0.83 0.15
C -1.26 -0.53 1.57
N -3.01 -0.35 -1.72
H -0.14 1.83 -0.02
C -1.12 -1.83 0.92
H -0.28 -0.07 -0.38
O 0.01 0.09 -0.28
H 0.74 -0.16 0.32

---

This record from OMol25 describes a structure of composition C4H7NO. The level of theory is the ωB97M-V functional and the def2-TZVPD basis.

HOMO level = -9.54 eV
E = -7798.4722 eV
molar mass = 85.11 g/mol
HOMO-LUMO gap = 10.4873 eV

Positions of all 13 atoms, in Å:
H (1.3872, -0.2262, -2.0657)
H (2.1478, 0.1118, -0.4884)
C (-0.2984, -0.8035, 0.8176)
O (0.2270, -1.5764, 1.5771)
C (-1.4187, 0.2285, 0.8976)
N (0.1066, -0.3248, -0.4157)
H (-0.9648, 1.5122, -0.9624)
H (-1.6179, 0.6825, 1.8673)
C (1.4071, -0.5063, -1.0074)
C (-0.5247, 0.9698, -0.1237)
H (-2.3418, -0.1351, 0.4376)
H (0.1911, 1.6244, 0.4013)
H (1.6994, -1.5569, -0.9352)

Cartesian forces, eV/Å:
H -0.04 -0.02 0.19
H 0.13 -0.08 -0.07
C 0.32 -0.33 0.30
O -0.35 -0.09 -0.31
C -0.17 0.13 0.10
N 0.00 0.00 -0.08
H -0.08 -0.25 0.01
H 0.11 -0.03 -0.11
C 0.17 0.02 -0.03
C 0.05 0.42 -0.03
H 0.15 0.06 0.13
H -0.22 0.01 -0.17
H -0.07 0.17 0.07

---

Number 1: largest force on an atom 0.0963 Eh/bohr. Number 2: largest force on an atom 0.0700 Eh/bohr. Number 3: largest force on an atom 0.0727 Eh/bohr. Number 4: largest force on an atom 0.0106 Eh/bohr.